*i*
DFT (ωB97M-V with the def2-TZVPD basis set) results for C29H37Cl5CsN5O4S4 as an isolated structure.

Each line ends with the Löwdin charge.
Geometry (Å):
Cs -0.37 -0.81 1.25  1.0066
Cl 3.63 -6.26 0.30  0.6559
Cl 3.02 -0.06 0.02  0.6052
Cl 1.35 -4.83 1.90  0.6270
Cl 5.62 -4.59 -1.43  0.6629
Cl 5.31 -1.48 -1.57  0.6445
S -3.02 0.97 0.00  0.8660
S -0.76 2.63 2.67  0.7738
S -0.04 3.02 -2.89  0.6347
S -2.86 -3.25 0.46  0.5669
O -1.47 1.17 3.70  -0.2634
O -2.33 0.18 -1.07  -0.6160
O -2.21 2.35 3.12  -0.2684
O -0.02 1.82 1.75  -0.5266
N -1.98 -2.94 -2.09  -0.1483
N 2.39 2.15 -2.31  0.0790
N -0.65 -4.10 -0.79  0.0301
N -0.35 0.00 -3.24  0.0403
N 0.86 0.52 -2.75  -0.0812
C 2.43 -3.87 0.88  -0.7305
C 3.15 -1.83 0.08  -0.7174
C -1.64 6.43 0.36  -0.0612
C -4.60 0.16 0.35  -0.3492
C -1.08 4.13 1.77  -0.2661
C 0.36 3.96 6.29  -0.0548
C 1.12 1.84 -2.63  -0.9013
C -2.09 6.29 1.67  -0.0625
C 0.18 3.18 4.05  -0.2798
C 1.53 3.40 3.82  -0.0345
C 2.22 -2.50 0.84  -0.2977
C 0.16 -3.84 -1.98  -0.1243
C -0.42 3.45 5.27  -0.0462
C 2.30 3.90 4.86  -0.0556
C -3.19 -2.39 -2.62  -0.0609
C -0.91 5.41 -0.24  -0.0736
C -6.46 -0.08 2.02  -0.0971
C -0.62 4.25 0.47  -0.0749
C -3.80 2.40 -2.29  -0.2832
C 4.20 -2.42 -0.63  -0.7165
C -1.81 5.14 2.38  -0.0501
C -3.63 2.50 -0.78  -0.3045
C 4.34 -3.80 -0.57  -0.7181
C 1.72 4.19 6.08  -0.0631
C -1.82 -3.43 -0.84  -0.8662
C 3.45 -4.54 0.21  -0.7183
C -5.16 0.64 1.69  -0.2927
C -0.92 -3.41 -2.98  -0.1161
C -4.90 1.46 -2.77  -0.1007
H 2.33 4.58 6.89  0.1093
H 3.00 1.45 -1.92  0.0227
H -0.09 4.17 7.25  0.1115
H 1.97 3.16 2.86  0.1237
H -6.85 0.25 2.98  0.0736
H 0.70 -4.74 -2.29  0.1241
H -0.08 3.45 0.00  0.0816
H -2.84 2.11 -2.72  0.0542
H -3.72 -3.14 -3.24  0.0978
H 3.36 4.06 4.71  0.1123
H -5.33 1.72 1.66  0.1036
H -0.24 -4.34 0.10  0.0469
H -2.88 3.25 -0.54  0.0636
H -5.87 1.70 -2.32  0.0780
H -4.56 2.77 -0.27  0.0948
H -4.42 0.46 2.47  0.1063
H -0.57 5.50 -1.26  0.0830
H -5.29 0.32 -0.47  0.0826
H -2.97 -1.52 -3.23  0.0809
H -1.47 3.24 5.42  0.1213
H -4.01 3.41 -2.65  0.1153
H -3.84 -2.10 -1.80  0.0451
H -4.34 -0.90 0.40  0.0360
H -1.06 0.12 -2.52  0.0258
H -4.66 0.42 -2.54  0.0511
H -2.67 7.09 2.13  0.1088
H 2.58 3.11 -2.11  0.0860
H -0.59 -2.61 -3.63  0.1020
H -5.01 1.53 -3.85  0.0770
H -0.62 0.59 -4.03  0.0657
H -6.30 -1.15 2.07  0.0801
H 0.88 -3.04 -1.79  0.1089
H -1.28 -4.26 -3.57  0.1268
H -1.87 7.33 -0.20  0.1090
H -7.22 0.12 1.26  0.0766
H -2.16 5.03 3.40  0.1156
H 1.62 -0.14 -2.70  0.1264

The value obtained for the frontier orbital gap is 0.2715 hartree. As for the multiplicity: 1.

=====

*ii*
DFT (ωB97M-V with the def2-TZVPD basis set) results for C29H37Cl5CsN5O4S4 as an isolated structure.

Each line ends with the Löwdin charge.
Geometry (Å):
Cs 0.55 0.03 -0.95  1.1099
Cl 2.47 5.26 -0.62  0.6830
Cl 4.30 6.10 1.74  0.6696
Cl 6.13 1.02 2.09  0.7284
Cl 6.16 3.98 3.08  0.6851
Cl 2.59 2.46 -1.80  0.6621
S -3.20 3.05 -0.77  0.5891
S -1.77 0.08 -3.73  0.8811
S -2.76 -0.94 0.17  0.6038
S 2.17 -1.00 2.24  0.9995
O 0.82 -0.97 1.60  -0.7295
O -0.93 1.15 -3.11  -0.7264
O 4.42 0.51 -0.06  -0.1843
O 3.17 -0.05 -0.51  -0.5675
N -0.74 2.96 0.25  -0.1229
N -0.94 4.09 -1.70  0.0976
N -1.19 2.32 1.41  0.0289
N -3.74 -0.68 2.66  -0.1615
N -5.27 -0.84 1.11  0.0139
C 1.47 -2.05 6.61  -0.0829
C -2.15 2.63 -6.15  -0.1023
C 3.51 2.76 -0.36  -0.5537
C -1.56 3.36 -0.75  -0.9355
C 5.14 2.21 1.32  -0.5878
C 0.50 -2.37 5.67  -0.0731
C 4.83 -3.95 1.52  -0.0686
C 3.51 4.08 0.11  -0.6907
C 5.15 3.52 1.76  -0.7015
C 1.89 -1.43 3.96  -0.3568
C -3.93 -0.82 1.34  -0.8386
C -0.92 -0.47 -5.24  -0.3491
C -2.46 -0.79 3.33  -0.0539
C 4.31 1.78 0.26  -0.3493
C -6.03 -0.45 2.29  -0.1360
C -2.90 2.39 -4.84  -0.2872
C -4.99 -0.65 3.40  -0.1177
C -0.60 -2.38 -6.86  -0.1051
C 2.85 -1.09 4.89  -0.0763
C 2.10 -3.53 1.17  -0.0641
C -1.32 -1.90 -5.60  -0.3056
C 2.68 -4.73 0.78  -0.0715
C 2.64 -1.41 6.23  -0.0750
C 0.71 -2.06 4.33  -0.0726
C 4.32 4.47 1.17  -0.7184
C -3.19 0.94 -4.49  -0.3244
C 4.26 -2.74 1.91  -0.0662
C 4.04 -4.94 0.96  -0.0813
C 2.90 -2.55 1.74  -0.3584
H -6.35 0.59 2.23  0.1187
H 0.06 3.99 -1.83  0.0506
H -1.10 2.37 -6.06  0.0678
H -1.09 -2.56 -4.76  0.1067
H -1.13 0.22 -6.06  0.0743
H -2.59 2.06 -6.97  0.0766
H 3.39 -1.15 6.97  0.1058
H -4.99 0.16 4.13  0.1232
H -1.48 4.30 -2.52  0.0767
H 0.14 -0.39 -4.99  0.1025
H 0.48 -2.35 -6.73  0.0774
H 4.48 -5.88 0.65  0.1020
H 4.88 -1.94 2.31  0.0989
H -1.68 -0.87 2.58  0.0297
H -0.02 -2.29 3.57  0.0963
H -0.41 -2.86 5.97  0.1033
H 1.04 -3.33 1.03  0.1098
H -2.40 -1.95 -5.75  0.1054
H -6.90 -1.08 2.43  0.1131
H -3.50 0.34 -5.35  0.0925
H -3.97 0.89 -3.73  0.0835
H 5.89 -4.11 1.64  0.1062
H -1.35 1.33 1.20  0.0032
H 0.16 3.40 0.33  0.1140
H -2.20 3.68 -6.42  0.0737
H -2.27 0.09 3.95  0.1012
H -0.85 -1.75 -7.71  0.0761
H -2.35 2.82 -4.01  0.0635
H -5.14 -1.59 3.94  0.1239
H 3.75 -0.58 4.58  0.1087
H -2.44 -1.68 3.97  0.0908
H -2.11 2.70 1.62  0.0462
H 1.31 -2.29 7.65  0.1026
H -5.59 -0.63 0.18  0.1272
H 2.06 -5.50 0.33  0.1042
H -3.87 2.91 -4.86  0.1142
H -0.88 -3.40 -7.10  0.0731

The value obtained for the frontier orbital gap is 0.2653 hartree. As for the multiplicity: 1.

=====

Stability, lowest: *i*

=====

*i*
DFT (ωB97M-V with the def2-TZVPD basis set) results for C7H17N in the gas phase.

Each line ends with the Löwdin charge.
Geometry (Å):
N 0.00 0.48 0.48  -0.0300
C 0.27 -0.48 -0.57  -0.2271
C -0.40 -1.86 -0.13  -0.2004
C 1.14 1.18 1.13  -0.4222
C -2.46 -1.33 -1.60  -0.1247
C 2.56 0.98 0.65  -0.0978
C 0.85 2.71 1.04  -0.0751
C -1.92 -1.86 -0.29  -0.2948
H -0.20 -2.10 0.91  0.1022
H -2.07 -1.95 -2.42  0.0786
H -0.03 -2.60 -0.86  0.1050
H 1.48 3.20 1.79  0.0800
H -0.04 -0.34 -1.60  0.1007
H 1.14 0.85 2.18  0.1254
H 2.83 -0.08 0.75  0.0693
H 2.88 1.26 -0.35  0.0803
H -0.21 2.96 1.06  0.0597
H -2.30 -0.34 -2.01  0.0580
H 0.83 3.04 0.00  0.0787
H -0.68 1.13 0.11  0.0970
H 3.21 1.52 1.35  0.0797
H -2.30 -2.85 -0.09  0.0936
H 1.34 -0.76 -0.60  0.0939
H -3.54 -1.42 -1.52  0.0629
H -2.37 -1.35 0.60  0.1072

The value obtained for the frontier orbital gap is 0.3485 hartree. As for the multiplicity: 1.

=====

*ii*
DFT (ωB97M-V with the def2-TZVPD basis set) results for a 2-piece molecular cluster, C7H17N overall.

Each line ends with the Löwdin charge.
Geometry (Å):
N 1.00 -0.43 -0.29  0.0410
C 3.28 0.19 0.50  -0.1628
C -0.47 1.54 0.03  -0.0962
C -1.67 -1.09 1.19  -0.0870
C -1.32 -0.95 -0.30  -0.4157
C -0.28 0.15 -0.68  -0.3903
C 2.16 0.49 -0.50  -0.3956
C -2.64 -0.83 -1.08  -0.0910
H -1.73 -0.16 1.81  0.0817
H 3.13 -0.89 0.87  0.0948
H -1.48 1.76 0.41  0.0682
H 2.59 0.30 -1.51  0.1125
H 1.92 1.57 -0.44  0.0928
H -0.86 -1.85 -0.69  0.1198
H 4.25 0.29 -0.01  0.0689
H 3.35 0.85 1.34  0.0475
H -0.33 2.41 -0.64  0.0751
H -0.76 -1.54 1.64  0.0662
H -0.43 0.47 -1.73  0.1426
H -3.17 0.03 -0.64  0.0792
H -2.44 -1.82 1.46  0.0676
H 1.34 0.21 1.39  0.2642
H -2.37 -0.68 -2.15  0.0801
H -3.25 -1.73 -0.89  0.0792
H 0.18 1.70 0.92  0.0572

The value obtained for the frontier orbital gap is 0.3192 hartree. As for the multiplicity: 1.

=====

*iii*
DFT (ωB97M-V with the def2-TZVPD basis set) results for a 2-piece molecular cluster, C7H17N overall.

Each line ends with the Löwdin charge.
Geometry (Å):
N 2.12 -0.82 -0.32  -0.0012
C 2.43 -2.03 -0.38  -0.1669
C -0.81 -0.26 -0.84  -0.1733
C 0.47 1.89 0.28  -0.0771
C 0.03 -0.09 1.78  -0.0808
C -1.86 1.33 1.00  -0.0848
C -0.49 0.78 0.67  -0.5224
C -0.36 -1.03 -2.08  -0.1445
H 0.54 2.60 1.11  0.0857
H -1.21 -1.21 -2.74  0.0800
H -2.26 1.94 0.19  0.0813
H -0.68 -0.87 2.06  0.0847
H 0.06 -1.99 -1.80  0.0457
H -1.59 -0.89 -0.40  0.0867
H 0.97 -0.58 1.50  0.0474
H 0.25 0.52 2.66  0.0892
H 3.47 -2.33 -0.21  0.0568
H -2.57 0.52 1.19  0.0824
H -1.81 1.96 1.89  0.0915
H 1.74 -2.86 -0.58  0.0599
H 0.41 -0.47 -2.62  0.0751
H 1.47 1.51 0.09  0.0605
H 0.98 -0.57 -0.57  0.0656
H 0.11 2.43 -0.59  0.0835
H -1.43 0.53 -1.29  0.0752

The value obtained for the frontier orbital gap is 0.3687 hartree. As for the multiplicity: 1.

=====

Stability, lowest: *ii*

=====

*i*
DFT (ωB97M-V with the def2-TZVPD basis set) results for a 2-piece molecular cluster, C3H4N2O3 overall.

Each line ends with the Löwdin charge.
Geometry (Å):
O 1.60 1.13 -1.36  0.0012
O -0.24 2.25 0.36  -0.0425
O -1.32 0.23 2.00  0.1372
N -0.30 0.92 0.11  -0.1152
N 0.26 -0.84 -0.92  0.0625
C -0.65 0.07 1.03  -0.4779
C 0.61 0.44 -0.84  -0.4260
C -0.49 -1.25 0.32  -0.0240
H -1.46 -1.65 -0.13  0.1557
H 0.30 -1.60 -1.70  0.2118
H 0.10 -2.05 0.79  0.1352
H 1.59 2.36 0.34  0.3821

The value obtained for the frontier orbital gap is 0.2919 hartree. As for the multiplicity: 1.

=====

*ii*
DFT (ωB97M-V with the def2-TZVPD basis set) results for a 2-piece molecular cluster, C3H4N2O3 overall.

Each line ends with the Löwdin charge.
Geometry (Å):
O -0.57 1.82 0.46  0.0872
O 2.01 0.57 -0.09  0.1297
O 1.21 -0.98 1.31  0.1144
N -1.30 -0.33 0.75  0.1558
N -0.78 -0.69 -1.94  0.1106
C 1.10 0.09 0.52  -0.4653
C -0.29 0.34 -2.08  -0.0646
C -0.35 0.62 0.44  -0.5172
H 2.10 -1.36 1.23  0.1436
H 0.17 1.20 -2.52  0.0875
H -1.03 -1.24 1.10  0.1012
H -2.26 -0.03 0.81  0.1172

The value obtained for the frontier orbital gap is 0.3973 hartree. As for the multiplicity: 1.

=====

Stability, lowest: *i*